No. 1
Molecular formula: C6H13N4
Method: DFT, the ωB97M-V functional and the def2-TZVPD basis

SMILES = NN[C@@]1(N)C=CC=C[C@H]1[NH3+]
spin multiplicity = 1
orbital gap = 9.14 eV
HOMO energy = -12.99 eV
LUMO = -3.8 eV
energy above the lowest of the compared OMol25 structures with the same formula, charge and spin = 61.1 kcal/mol
total charge = +1
largest force on an atom = 3.9 eV Å⁻¹

Each line ends with the Mulliken charge.
Positions of all 23 atoms, in Å:
C (-2.446, -0.248, -0.011)  -0.11
C (-2.013, 0.950, -0.706)  -0.48
C (-1.556, -1.144, 0.518)  -0.83
C (-0.751, 1.241, -0.757)  -0.90
C (-0.137, -0.923, 0.480)  -0.77
C (0.269, 0.559, 0.024)  1.97
N (0.447, -1.848, -0.668)  -0.26
N (0.595, 1.219, 1.279)  -0.74
N (1.532, 0.545, -0.762)  -0.55
N (2.779, 0.555, 0.030)  -0.69
H (-3.527, -0.556, 0.109)  0.36
H (-2.797, 1.613, -1.129)  0.39
H (-2.003, -2.124, 0.961)  0.31
H (-0.341, 2.147, -1.249)  0.36
H (0.369, -1.254, 1.434)  0.47
H (0.826, -2.746, -0.260)  0.36
H (-0.318, -1.973, -1.343)  0.42
H (0.076, 0.950, 2.071)  0.20
H (0.561, 2.249, 1.293)  0.24
H (1.842, 1.265, -1.478)  0.33
H (1.124, -1.260, -1.111)  0.33
H (2.904, -0.396, 0.498)  0.26
H (2.565, 1.177, 0.778)  0.32



No. 2
Molecular formula: C28H30N3S4SiSn
Method: DFT, the ωB97M-V functional and the def2-TZVPD basis

spin multiplicity = 1
orbital gap = 7.38 eV
HOMO energy = -10.29 eV
LUMO = -2.9 eV
energy above the lowest of the compared OMol25 structures with the same formula, charge and spin = 47.5 kcal/mol
total charge = +1
largest force on an atom = 0.2 eV Å⁻¹

Each line ends with the Mulliken charge.
Positions of all 67 atoms, in Å:
Sn (-1.505, -0.121, 0.700)  0.56
S (1.839, -0.682, 3.499)  -0.20
C (2.577, 0.443, 2.346)  0.17
C (3.949, 0.245, 2.203)  -0.52
C (4.759, 1.205, 1.623)  -0.83
C (4.194, 2.389, 1.181)  -0.80
C (2.827, 2.591, 1.291)  -0.55
C (2.004, 1.615, 1.848)  1.04
S (0.242, 1.857, 2.021)  -0.12
C (-0.072, 3.206, 0.852)  -1.00
C (-1.375, 3.191, 0.090)  0.53
C (-1.586, 4.277, -0.757)  -0.93
C (-2.741, 4.341, -1.503)  -0.63
C (-3.676, 3.324, -1.373)  -0.70
C (-3.406, 2.280, -0.515)  0.81
C (-4.378, 1.146, -0.384)  -1.05
S (-3.667, -0.425, -0.984)  -0.34
C (-2.975, 0.076, -2.540)  0.52
C (-3.855, 0.217, -3.612)  -0.60
C (-3.392, 0.615, -4.851)  -0.61
C (-2.033, 0.852, -5.020)  -0.75
C (-1.155, 0.694, -3.964)  -0.75
C (-1.604, 0.304, -2.697)  0.59
S (-0.340, 0.097, -1.469)  -0.09
N (-2.266, 2.206, 0.200)  -0.05
H (4.365, -0.687, 2.561)  0.42
H (5.821, 1.030, 1.525)  0.41
H (4.813, 3.170, 0.759)  0.44
H (2.425, 3.542, 0.981)  0.49
H (0.729, 3.204, 0.116)  0.46
H (-0.021, 4.147, 1.402)  0.71
H (-0.836, 5.054, -0.822)  0.50
H (-2.914, 5.166, -2.181)  0.46
H (-4.596, 3.331, -1.939)  0.41
H (-5.285, 1.352, -0.948)  0.50
H (-4.651, 0.965, 0.657)  0.45
H (-4.907, 0.003, -3.465)  0.45
H (-4.079, 0.723, -5.679)  0.43
H (-1.651, 1.153, -5.986)  0.40
H (-0.097, 0.868, -4.108)  0.51
C (-0.728, -0.855, 4.847)  -1.65
C (-0.620, -1.664, 3.592)  1.03
C (-1.585, -2.548, 3.236)  -0.57
C (-1.459, -3.283, 2.027)  -0.64
C (-0.389, -3.119, 1.218)  -0.21
C (0.722, -2.247, 1.572)  0.16
N (0.491, -1.490, 2.778)  0.17
N (1.799, -2.054, 0.940)  -0.06
Si (2.551, -2.779, -0.450)  0.03
C (1.430, -3.824, -1.531)  -1.14
C (3.219, -1.371, -1.479)  -0.65
C (3.938, -3.850, 0.190)  -1.07
H (0.026, -1.147, 5.580)  0.39
H (-1.711, -1.012, 5.284)  0.44
H (-0.586, 0.207, 4.647)  0.30
H (-2.443, -2.677, 3.878)  0.43
H (-2.241, -3.979, 1.747)  0.45
H (-0.284, -3.683, 0.303)  0.17
H (0.488, -3.319, -1.758)  0.30
H (1.208, -4.794, -1.079)  0.34
H (1.934, -4.019, -2.481)  0.40
H (2.428, -0.921, -2.083)  0.17
H (4.003, -1.717, -2.158)  0.40
H (3.640, -0.591, -0.843)  0.14
H (3.548, -4.726, 0.714)  0.32
H (4.575, -3.301, 0.886)  0.29
H (4.563, -4.204, -0.633)  0.34



No. 3
Molecular formula: C5H8NO2
Method: DFT, the ωB97M-V functional and the def2-TZVPD basis

spin multiplicity = 1
orbital gap = 8.93 eV
HOMO energy = -14.20 eV
LUMO = -5.3 eV
energy above the lowest of the compared OMol25 structures with the same formula, charge and spin = 121.6 kcal/mol
total charge = +1
largest force on an atom = 6.7 eV Å⁻¹

Each line ends with the Mulliken charge.
Positions of all 16 atoms, in Å:
C (-2.230, 0.933, -0.195)  0.32
C (-0.046, 0.287, -1.091)  -0.81
C (1.449, 0.610, -0.679)  -0.51
C (-0.971, 0.602, 0.157)  0.55
C (-1.084, -0.531, 1.200)  -1.14
N (1.822, 1.645, 0.108)  0.05
O (-3.356, 1.027, -0.242)  -0.13
O (0.983, 2.283, 0.820)  -0.28
H (-0.413, 1.184, -1.773)  0.38
H (-0.337, -0.645, -1.604)  0.42
H (1.935, -0.266, -0.327)  0.38
H (1.981, 0.880, -1.569)  0.38
H (-0.372, 1.682, 0.386)  0.35
H (-1.542, -1.448, 0.730)  0.38
H (-1.636, -0.097, 2.136)  0.39
H (0.039, -0.796, 1.505)  0.28



No. 4
Molecular formula: C5H7NO
Method: DFT, the ωB97M-V functional and the def2-TZVPD basis

SMILES = [H]/N=C1\OC[C@H]2C[C@@H]12
spin multiplicity = 1
orbital gap = 10.90 eV
HOMO energy = -9.88 eV
LUMO = 1.0 eV
energy above the lowest of the compared OMol25 structures with the same formula, charge and spin = 42.5 kcal/mol
largest force on an atom = 2.6 eV Å⁻¹

Each line ends with the Mulliken charge.
Positions of all 14 atoms, in Å:
N (-0.954, 2.211, -0.349)  -0.71
C (-0.693, 0.986, -0.484)  0.33
O (-1.587, 0.003, -0.889)  -0.39
C (-1.128, -1.198, -0.261)  -0.57
C (0.407, -1.085, -0.139)  -0.26
C (1.110, -0.537, -1.350)  -0.66
C (0.639, 0.367, -0.231)  0.01
H (-1.936, 2.403, -0.535)  0.27
H (-0.998, -2.070, -0.867)  0.38
H (-1.570, -1.253, 0.746)  0.30
H (0.935, -1.765, 0.534)  0.40
H (0.588, -0.513, -2.308)  0.21
H (2.193, -0.655, -1.426)  0.27
H (1.326, 0.876, 0.420)  0.41



No. 5
Molecular formula: C4H5NO2
Method: DFT, the ωB97M-V functional and the def2-TZVPD basis

SMILES = CC(=O)C=O.C#N
spin multiplicity = 1
orbital gap = 9.40 eV
HOMO energy = -10.18 eV
LUMO = -0.8 eV
energy above the lowest of the compared OMol25 structures with the same formula, charge and spin = 40.4 kcal/mol
largest force on an atom = 1.2 eV Å⁻¹

Each line ends with the Mulliken charge.
Positions of all 12 atoms, in Å:
O (-2.833, 0.459, 0.318)  -0.45
C (-2.073, -0.363, -0.128)  -0.01
C (-0.585, -0.092, -0.429)  0.64
C (-0.035, 1.259, -0.041)  -0.93
N (2.993, -0.431, 1.125)  -0.39
C (2.494, -1.229, 0.455)  0.10
O (0.018, -1.002, -0.965)  -0.54
H (-2.373, -1.398, -0.381)  0.35
H (-0.841, 1.980, 0.101)  0.33
H (0.684, 1.595, -0.795)  0.30
H (0.518, 1.147, 0.902)  0.29
H (1.992, -1.932, -0.177)  0.30



No. 6
Molecular formula: C8H22F2Li3N2O2
Method: DFT, the ωB97M-V functional and the def2-TZVPD basis

spin multiplicity = 2
orbital gap (alpha / beta) = 7.09 / 3.31 eV
HOMO energy (alpha / beta) = -14.73 / -14.73 eV
LUMO (alpha / beta) = -7.6 / -11.4 eV
total charge = +2
largest force on an atom = 3.8 eV Å⁻¹

Each line ends with the Löwdin spin population.
Positions of all 39 atoms, in Å:
Li (1.835, 2.626, -3.352)  0.00
Li (0.421, 0.598, -4.817)  0.00
Li (-0.966, 2.734, -3.537)  0.00
F (0.389, 1.334, -2.801)  0.00
F (1.979, 1.784, -5.273)  0.00
C (-0.505, -3.071, -0.073)  0.00
C (0.009, -1.842, -0.791)  0.00
C (1.529, -1.477, -0.636)  0.00
O (1.869, -1.310, 0.770)  0.00
C (3.334, -1.190, 0.975)  0.00
N (-0.294, -1.919, -2.192)  0.00
H (0.001, -3.867, -0.620)  0.00
H (-1.592, -3.140, -0.055)  0.00
H (-0.307, -3.072, 0.999)  0.00
H (-0.569, -0.989, -0.433)  0.00
H (1.628, -0.527, -1.162)  0.00
H (2.076, -2.254, -1.170)  0.00
H (3.706, -0.221, 0.643)  0.00
H (3.872, -1.930, 0.383)  0.00
H (3.536, -1.358, 2.033)  0.00
H (0.165, -1.097, -2.558)  0.00
H (-1.256, -1.728, -2.435)  0.00
C (0.127, 2.360, 0.986)  0.00
C (-1.132, 1.432, 0.797)  0.05
C (-2.395, 1.567, 1.666)  0.07
O (-2.338, 1.352, 3.121)  0.63
C (-1.623, 0.200, 3.573)  0.07
N (-1.401, 1.410, -0.621)  0.06
H (0.005, 3.286, 0.424)  0.00
H (1.141, 1.992, 0.825)  0.00
H (0.220, 2.771, 1.992)  0.00
H (-0.617, 0.544, 1.166)  0.01
H (-3.029, 0.733, 1.364)  0.04
H (-2.922, 2.519, 1.600)  0.00
H (-2.236, -0.692, 3.448)  0.04
H (-1.505, 0.258, 4.655)  0.00
H (-0.601, 0.106, 3.204)  0.02
H (-2.009, 0.672, -0.946)  0.00
H (-0.543, 1.405, -1.153)  0.00



> What is the spin multiplicity in the first record?

1



Copy entry 5 word for word.
Molecular formula: C4H5NO2
Method: DFT, the ωB97M-V functional and the def2-TZVPD basis

SMILES = CC(=O)C=O.C#N
spin multiplicity = 1
orbital gap = 9.40 eV
HOMO energy = -10.18 eV
LUMO = -0.8 eV
energy above the lowest of the compared OMol25 structures with the same formula, charge and spin = 40.4 kcal/mol
largest force on an atom = 1.2 eV Å⁻¹

Each line ends with the Mulliken charge.
Positions of all 12 atoms, in Å:
O (-2.833, 0.459, 0.318)  -0.45
C (-2.073, -0.363, -0.128)  -0.01
C (-0.585, -0.092, -0.429)  0.64
C (-0.035, 1.259, -0.041)  -0.93
N (2.993, -0.431, 1.125)  -0.39
C (2.494, -1.229, 0.455)  0.10
O (0.018, -1.002, -0.965)  -0.54
H (-2.373, -1.398, -0.381)  0.35
H (-0.841, 1.980, 0.101)  0.33
H (0.684, 1.595, -0.795)  0.30
H (0.518, 1.147, 0.902)  0.29
H (1.992, -1.932, -0.177)  0.30



> What is the spin multiplicity in the fourth record?

1



> Look up the largest force on an atom of the sixth one.

3.8 eV Å⁻¹